# 1
{
  "formula": "C5H11ClNO",
  "method": "ωB97M-V/def2-TZVPD",
  "symbols": ["C", "C", "C", "C", "C", "N", "O", "Cl", "H", "H", "H", "H", "H", "H", "H", "H", "H", "H", "H"],
  "coordinates": [[-3.1538, 0.5870, -0.0949], [-0.8359, -1.9127, 0.1522], [0.7013, 1.4585, 1.0570], [0.4846, 0.2032, -1.2825], [-0.8240, -0.4857, 0.5949], [-0.0893, 0.6561, 0.0435], [-2.7753, 1.6338, -0.5113], [-4.5357, -0.3502, 0.0111], [0.2228, -2.3267, -0.2290], [-1.6047, -1.9373, -0.6126], [-1.0808, -2.4979, 1.0356], [1.4749, 0.9104, 1.4700], [0.9758, 2.3808, 0.5183], [0.0173, 1.8128, 1.7639], [0.9476, 0.9992, -1.8269], [1.1900, -0.6666, -1.2546], [-0.2598, -0.1188, -1.9423], [-1.1156, -0.4205, 1.6733], [-0.7066, 1.4781, -0.3144]],
  "spin_multiplicity": 3,
  "total_energy_ha": -786.86451,
  "max_force_ha_per_bohr": 0.060,
  "homo_lumo_gap_ev": [8.45, 10.50],
  "homo_ev": [-11.5, -15.9],
  "total_charge": 1,
  "lumo_ev": [-3.0613, -5.3771]
}

---

# 2
{
  "formula": "C23H20ClFPRu",
  "method": "ωB97M-V/def2-TZVPD",
  "symbols": ["C", "C", "C", "H", "C", "C", "H", "H", "H", "H", "Ru", "Cl", "P", "C", "C", "H", "C", "H", "C", "H", "C", "H", "C", "H", "C", "C", "H", "C", "H", "C", "H", "C", "H", "C", "H", "C", "C", "H", "C", "H", "C", "H", "C", "H", "C", "H", "F"],
  "coordinates": [[1.1105, 2.7473, 3.6244], [0.3078, 2.4900, 2.4553], [-0.5735, 1.4231, 2.7146], [0.2716, 3.1017, 1.5632], [-0.3288, 0.9451, 4.0317], [0.6849, 1.7944, 4.6702], [0.8451, 1.9107, 5.7413], [1.7439, 3.6131, 3.8070], [-1.3722, 1.0771, 2.0737], [-0.8863, 0.1438, 4.5092], [2.0503, 0.7193, 3.5629], [1.0609, -1.2173, 3.8475], [-0.0345, -0.4732, -0.8225], [-1.6734, -0.7194, -0.2923], [-2.6410, -0.2818, -1.2153], [-2.3424, 0.3656, -2.0400], [-3.9562, -0.6955, -1.0455], [-4.7100, -0.4042, -1.7802], [-4.3099, -1.4919, 0.0524], [-5.3318, -1.8660, 0.1380], [-3.3590, -1.7981, 1.0431], [-3.6669, -2.3738, 1.9248], [-2.0404, -1.3866, 0.9075], [-1.2971, -1.5529, 1.6884], [0.3887, 1.0920, -1.4945], [-0.3903, 2.2550, -1.2378], [-1.1235, 2.2620, -0.4310], [-0.2034, 3.3763, -2.0319], [-0.8430, 4.2528, -1.8950], [0.7939, 3.3892, -3.0238], [0.9003, 4.2570, -3.6817], [1.6581, 2.2948, -3.1598], [2.4683, 2.3297, -3.8955], [1.4888, 1.1603, -2.3717], [2.1906, 0.3309, -2.4266], [1.0033, -1.8504, -1.0724], [0.3979, -2.7816, -1.9457], [-0.6494, -2.6442, -2.2105], [1.1601, -3.8257, -2.4384], [0.7204, -4.5109, -3.1627], [2.4875, -3.9989, -2.0137], [3.0768, -4.8177, -2.4284], [3.0454, -3.1368, -1.0591], [4.0723, -3.3193, -0.7066], [2.3121, -2.0488, -0.5724], [2.7177, -1.3664, 0.1738], [2.7763, 1.2304, 1.9261]],
  "spin_multiplicity": 6,
  "total_energy_ha": -1884.52899,
  "max_force_ha_per_bohr": 0.071,
  "homo_lumo_gap_ev": [6.54, 4.29],
  "homo_ev": [-6.2, -6.2],
  "lumo_ev": [0.3171, -1.9355]
}

---

# 3
{
  "formula": "C5H13NO2Si",
  "method": "ωB97M-V/def2-TZVPD",
  "symbols": ["C", "C", "C", "C", "C", "N", "O", "O", "Si", "H", "H", "H", "H", "H", "H", "H", "H", "H", "H", "H", "H", "H"],
  "coordinates": [[-1.7487, 0.6391, -2.2321], [-0.8645, 1.3788, -1.5819], [-0.6145, -1.9474, -0.5628], [1.7457, -1.3749, 2.0399], [1.7438, -1.6109, -0.2937], [-0.4656, 1.7053, 1.2645], [0.6432, -2.0963, -0.8600], [1.6334, -0.7143, 0.7577], [-0.9801, 2.5668, -0.1496], [-1.5546, -0.2928, -2.7397], [-2.7986, 0.9758, -2.4002], [0.1912, 0.9270, -1.5629], [-0.7617, -1.2447, 0.1885], [-2.1759, 3.1989, 0.1940], [-1.1440, -2.6786, -1.1553], [2.7784, -1.7328, 2.1456], [0.9875, -2.0036, 2.2507], [1.7771, -0.6042, 2.6849], [2.5735, -1.3972, -0.9414], [-0.7234, 2.0164, 2.1550], [-0.2407, 0.7068, 1.3429], [-0.0015, 3.5829, -0.5442]],
  "total_energy_ha": -692.83380,
  "max_force_ha_per_bohr": 0.088,
  "homo_lumo_gap_ev": [8.23, 8.06],
  "homo_ev": [-7.6, -7.4],
  "lumo_ev": [0.6659, 0.6297]
}

---

# 4
{
  "formula": "C14H17N5O2",
  "method": "ωB97M-V/def2-TZVPD",
  "symbols": ["C", "C", "N", "H", "H", "H", "C", "C", "N", "H", "H", "H", "C", "C", "N", "H", "H", "H", "C", "C", "N", "H", "H", "H", "C", "C", "C", "C", "C", "C", "N", "O", "O", "H", "H", "H", "H", "H"],
  "coordinates": [[5.7951, 22.0360, -17.1494], [4.8260, 21.2267, -16.4739], [4.0835, 20.5650, -15.9343], [6.7762, 21.6651, -16.8527], [5.6401, 22.9842, -16.6345], [5.5810, 22.1432, -18.2128], [-2.1610, 17.6159, -16.3535], [-3.1268, 17.1440, -17.3337], [-3.8628, 16.7814, -18.1256], [-1.3707, 16.8951, -16.1439], [-2.6622, 17.7726, -15.3983], [-1.6266, 18.5144, -16.6620], [-9.4836, 12.7252, -21.4340], [-9.9795, 12.3383, -20.0428], [-10.3296, 12.1014, -18.9542], [-8.7916, 13.5628, -21.3465], [-10.3374, 13.1390, -21.9706], [-9.0242, 11.9049, -21.9855], [-0.8186, 12.3065, -20.7288], [0.1578, 13.4157, -20.8020], [0.9354, 14.2619, -20.8248], [-0.3312, 11.3893, -20.3983], [-1.0848, 12.0443, -21.7528], [-1.7214, 12.4474, -20.1346], [-4.5915, 13.7380, -13.0158], [-4.9771, 13.0995, -14.2106], [-4.2638, 11.9274, -14.5875], [-3.1895, 11.4884, -13.7934], [-2.8575, 12.2065, -12.6134], [-3.4885, 13.3752, -12.2382], [-2.3902, 10.3386, -14.1686], [-1.8292, 9.7327, -13.2897], [-2.2496, 10.0251, -15.3532], [-5.0199, 14.7113, -12.8273], [-5.8920, 13.4978, -14.6239], [-4.5665, 11.4608, -15.5132], [-2.0120, 11.8400, -12.0502], [-3.1611, 13.9150, -11.3619]],
  "total_energy_ha": -967.75909,
  "max_force_ha_per_bohr": 0.051,
  "homo_lumo_gap_ev": 9.61,
  "smiles": "O=[N+]([O-])c1ccccc1.CC#N.CC#N.CC#N.CC#N",
  "homo_ev": -10.1,
  "lumo_ev": -0.4941
}

---

# 5
{
  "formula": "C15H48O11V",
  "method": "ωB97M-V/def2-TZVPD",
  "symbols": ["O", "V", "O", "O", "H", "H", "O", "H", "H", "O", "H", "H", "O", "H", "H", "C", "C", "C", "O", "H", "H", "H", "H", "H", "H", "H", "H", "C", "C", "C", "O", "H", "H", "H", "H", "H", "H", "H", "H", "C", "C", "C", "O", "H", "H", "H", "H", "H", "H", "H", "H", "C", "C", "C", "O", "H", "H", "H", "H", "H", "H", "H", "H", "C", "C", "C", "O", "H", "H", "H", "H", "H", "H", "H", "H"],
  "coordinates": [[-0.6231, 0.1873, 0.2676], [-0.5845, 1.3658, -0.8108], [0.9330, 1.6954, -1.0379], [-1.0755, 2.9103, 0.5680], [-0.9435, 2.7845, 1.5272], [-1.4954, 3.7786, 0.4493], [-2.8518, 1.0533, -1.0273], [-3.3368, 0.2088, -0.9904], [-3.5202, 1.7568, -0.9562], [-0.7839, -0.1485, -2.4566], [-1.2473, 0.1860, -3.2388], [-0.0106, -0.7637, -2.8207], [-1.0416, 2.7532, -2.5666], [-0.8342, 3.6733, -2.8064], [-1.6256, 2.4246, -3.2722], [-3.0529, 0.0247, 4.5825], [-4.2436, 0.3359, 3.7076], [-3.8286, 0.8735, 2.3196], [-4.9253, -0.9610, 3.4995], [-3.4265, -0.2805, 5.5637], [-2.4911, 0.9401, 4.8126], [-2.4111, -0.7237, 4.1350], [-4.9230, 1.0429, 4.2046], [-3.4910, 1.9222, 2.3590], [-4.7018, 0.9046, 1.6490], [-3.0397, 0.2450, 1.9072], [-5.5670, -0.8689, 2.7867], [2.1260, -2.3347, -1.0843], [1.4787, -2.9281, -2.3057], [0.1393, -3.6339, -2.0604], [1.2834, -1.8800, -3.3074], [1.5637, -1.4637, -0.7638], [3.1195, -1.9830, -1.3888], [2.2964, -3.0555, -0.2905], [2.1695, -3.6624, -2.7477], [0.2625, -4.4940, -1.3907], [-0.3279, -3.9865, -2.9785], [-0.5852, -2.9968, -1.5282], [2.1235, -1.6538, -3.7681], [2.0072, 1.2951, -4.5581], [3.2833, 0.4925, -4.5465], [4.0082, 0.6709, -3.2622], [2.9601, -0.9204, -4.6975], [1.5133, 1.1210, -3.5987], [1.3673, 0.9441, -5.3715], [2.1562, 2.3713, -4.6783], [3.8854, 0.8106, -5.4057], [5.0664, 0.4258, -3.3584], [3.5320, 0.1070, -2.4643], [4.0026, 1.7338, -2.9992], [2.7449, -1.1145, -5.6137], [-2.6430, -2.6992, 1.1079], [-2.7195, -3.8340, 2.1098], [-1.3977, -4.5491, 2.2275], [-3.0599, -3.2950, 3.3976], [-1.9595, -1.9037, 1.4153], [-3.6369, -2.2117, 1.0651], [-2.4025, -2.9995, 0.0829], [-3.4872, -4.5451, 1.7630], [-1.0218, -4.8646, 1.2569], [-1.4503, -5.3833, 2.9282], [-0.6452, -3.8616, 2.6427], [-3.8660, -2.7646, 3.2798], [3.4476, 4.8328, 2.5610], [3.2817, 3.3210, 2.7652], [3.3105, 2.5539, 1.4316], [4.4092, 2.8805, 3.5946], [3.4639, 5.3839, 3.4917], [2.6232, 5.2155, 1.9379], [4.3492, 5.0041, 1.9693], [2.3644, 3.1144, 3.3382], [3.9943, 3.0252, 0.7170], [2.3391, 2.5663, 0.9124], [3.5968, 1.5089, 1.5186], [4.0762, 2.3195, 4.2988]],
  "total_energy_ha": -2371.75412,
  "max_force_ha_per_bohr": 0.051,
  "homo_lumo_gap_ev": 7.97,
  "homo_ev": -11.7,
  "total_charge": 1,
  "lumo_ev": -3.7285
}

---

# 6
{
  "formula": "C8H17O2Si",
  "method": "ωB97M-V/def2-TZVPD",
  "symbols": ["C", "C", "C", "C", "C", "C", "C", "C", "O", "O", "Si", "H", "H", "H", "H", "H", "H", "H", "H", "H", "H", "H", "H", "H", "H", "H", "H", "H"],
  "coordinates": [[1.6842, 1.6077, 0.2701], [2.7221, -0.6486, 0.0296], [2.2969, 0.2665, 2.2791], [-2.2299, 1.8497, -0.2871], [-0.5135, 0.1222, -2.4234], [-2.3630, -1.0852, -0.6170], [0.0878, -0.4316, 0.8532], [1.8370, 0.2209, 0.8622], [0.6258, 1.7435, -0.4153], [2.3870, 2.5571, 0.5398], [-0.9775, 0.3960, -0.5006], [2.2803, -0.6117, -0.9212], [2.6201, -1.6352, 0.3399], [3.7762, -0.4698, 0.0632], [2.2577, -0.7128, 2.6783], [1.7099, 0.9434, 2.7262], [3.2661, 0.6732, 2.2244], [-2.4395, 1.8530, 0.8031], [-1.6542, 2.7624, -0.5239], [-3.1454, 1.7893, -0.7619], [0.0868, -0.7743, -2.7058], [-1.4003, 0.0275, -3.0447], [0.1055, 0.9139, -2.6713], [-2.2335, -2.1074, -1.0404], [-2.9414, -1.1348, 0.2788], [-3.0202, -0.6712, -1.3464], [-0.1609, -0.2136, 1.8878], [0.2955, -1.4655, 0.8873]],
  "total_energy_ha": -755.02527,
  "max_force_ha_per_bohr": 0.087,
  "homo_lumo_gap_ev": 8.19,
  "homo_ev": -4.6,
  "total_charge": -1,
  "lumo_ev": 3.5864
}